Molecular formula: C38H40BrMoN2O7
Method: DFT, ωB97M-V/def2-TZVPD

Cartesian coordinates (Å):
Mo  0.297  -0.030  0.817
O  5.750  -3.166  1.728
C  4.641  -2.760  1.683
C  3.411  -3.532  1.141
O  3.387  -4.666  0.804
C  2.313  -2.513  1.102
C  2.786  -1.342  1.709
O  1.903  -0.329  1.724
C  4.175  -1.356  2.074
O  4.875  -0.500  2.566
O  1.188  -2.579  0.567
C  3.998  -1.390  -1.988
C  2.989  -0.254  -1.811
C  2.517  0.235  -3.188
C  3.523  0.893  -0.953
C  4.884  1.176  -0.935
C  5.401  2.189  -0.139
C  4.560  2.903  0.695
C  3.192  2.641  0.726
C  2.296  3.359  1.723
C  2.057  4.813  1.313
C  2.867  3.267  3.141
C  2.682  1.673  -0.138
N  1.252  1.445  -0.174
C  0.565  2.229  -1.055
C  -0.733  1.860  -1.220
N  -1.103  0.797  -0.453
C  -2.400  0.241  -0.745
C  -2.496  -0.684  -1.800
C  -3.718  -1.303  -2.037
C  -4.824  -1.023  -1.250
C  -4.722  -0.066  -0.249
C  -3.526  0.609  0.009
C  -3.601  1.775  1.007
C  -2.548  1.821  2.119
C  -3.638  3.122  0.270
C  -1.310  -1.000  -2.715
C  -1.690  -0.798  -4.185
C  -0.767  -2.415  -2.508
H  3.492  -2.276  -2.382
H  4.465  -1.664  -1.038
H  4.792  -1.118  -2.690
H  2.126  -0.667  -1.300
H  3.349  0.706  -3.727
H  1.708  0.964  -3.099
H  2.148  -0.609  -3.786
H  5.561  0.584  -1.545
H  6.467  2.392  -0.141
H  4.974  3.664  1.352
H  1.344  2.851  1.726
H  3.006  5.360  1.262
H  1.409  5.318  2.039
H  1.577  4.872  0.331
H  3.788  3.850  3.239
H  3.095  2.230  3.397
H  2.143  3.657  3.865
H  1.059  3.038  -1.568
H  -1.421  2.305  -1.922
H  -3.806  -2.020  -2.852
H  -5.769  -1.526  -1.430
H  -5.597  0.181  0.347
H  -4.569  1.659  1.495
H  -1.557  2.031  1.726
H  -2.502  0.884  2.683
H  -2.804  2.620  2.825
H  -2.667  3.349  -0.170
H  -3.891  3.931  0.967
H  -4.384  3.112  -0.530
H  -0.513  -0.301  -2.487
H  -2.382  -1.573  -4.530
H  -0.794  -0.849  -4.813
H  -2.164  0.175  -4.344
H  -1.578  -3.153  -2.589
H  -0.288  -2.529  -1.539
H  -0.018  -2.652  -3.274
Br  -6.756  -3.614  3.240
C  -5.099  -3.550  2.309
C  -4.899  -4.400  1.234
C  -3.694  -4.340  0.553
C  -2.712  -3.433  0.937
C  -2.932  -2.601  2.014
C  -4.124  -2.658  2.721
C  -1.887  -1.611  2.446
O  -1.825  -1.235  3.572
O  -1.076  -1.210  1.450
H  -5.671  -5.100  0.942
H  -3.521  -5.004  -0.286
H  -1.765  -3.381  0.422
H  -4.267  -2.004  3.572

As for the charge: -1. The calculation puts the molar mass at 812.589 u. Its HOMO energy (alpha / beta) is -0.1862 / -0.1910 Ha. As for the spin multiplicity: 3. The calculation puts the HOMO-LUMO gap (alpha / beta) at 0.2541 / 0.2729 Ha. Its expectation value of S² is 2.245.



Molecular formula: C34H43Cl3N2O3SiW
Method: DFT, ωB97M-V/def2-TZVPD

Cartesian coordinates (Å):
W  0.034  0.144  -0.253
O  0.233  -1.136  -1.591
C  -0.264  -2.055  -2.432
C  0.520  -3.057  -2.957
C  -0.096  -3.949  -3.823
C  -1.454  -3.838  -4.155
C  -2.212  -2.828  -3.603
C  -1.604  -1.924  -2.725
C  -2.345  -0.883  -2.091
N  -1.935  0.010  -1.239
C  -3.006  0.813  -0.624
C  -2.972  0.389  0.799
N  -1.561  0.549  1.195
C  -1.355  0.610  2.463
C  -0.130  0.867  3.147
C  -0.109  0.899  4.547
C  1.055  1.217  5.207
C  2.198  1.519  4.461
C  2.193  1.504  3.074
C  1.015  1.170  2.434
O  0.941  1.120  1.077
H  1.567  -3.133  -2.696
H  0.491  -4.753  -4.248
H  -1.901  -4.545  -4.840
H  -3.264  -2.728  -3.841
H  -3.404  -0.843  -2.339
H  -3.967  0.622  -1.094
H  -2.779  1.868  -0.725
H  -3.260  -0.657  0.902
H  -3.616  1.005  1.421
H  -2.233  0.493  3.098
H  -1.014  0.665  5.097
H  1.086  1.240  6.288
H  3.118  1.772  4.974
H  3.084  1.733  2.513
Cl  4.882  -3.662  3.697
C  3.533  -2.964  2.884
C  3.741  -2.236  1.722
C  2.627  -1.700  1.111
Cl  2.790  -0.734  -0.337
C  1.350  -1.854  1.597
O  0.266  -1.336  0.987
C  1.177  -2.571  2.770
Cl  -0.414  -2.753  3.422
C  2.264  -3.132  3.414
H  4.735  -2.095  1.321
H  2.119  -3.694  4.326
C  3.211  2.706  0.167
C  3.039  2.634  -1.351
C  4.245  1.832  -1.879
C  3.268  4.072  -1.864
Si  1.298  1.970  -1.923
C  1.444  1.191  -3.680
C  1.989  2.304  -4.596
C  0.141  0.689  -4.325
C  2.415  -0.003  -3.739
C  -0.090  3.334  -1.759
C  0.378  4.745  -2.150
C  -0.586  3.449  -0.309
C  -1.305  3.080  -2.669
H  4.142  3.243  0.380
H  3.299  1.718  0.604
H  2.403  3.244  0.670
H  5.138  2.243  -1.397
H  4.393  1.945  -2.951
H  4.231  0.773  -1.653
H  4.338  4.272  -1.747
H  2.747  4.813  -1.272
H  3.028  4.236  -2.912
H  1.316  3.162  -4.666
H  2.085  1.889  -5.606
H  2.973  2.667  -4.310
H  -0.490  1.489  -4.691
H  -0.455  0.070  -3.671
H  0.405  0.075  -5.193
H  3.435  0.250  -3.490
H  2.423  -0.376  -4.770
H  2.112  -0.833  -3.109
H  0.967  5.222  -1.376
H  -0.533  5.343  -2.275
H  0.926  4.800  -3.088
H  0.209  3.701  0.396
H  -1.059  2.556  0.079
H  -1.352  4.231  -0.248
H  -1.097  3.382  -3.693
H  -2.127  3.717  -2.320
H  -1.655  2.058  -2.710

As for the charge: +2. The calculation puts the molar mass at 846.014 u. The energy relative to the best compared isomer or geometry (same formula, charge and spin) is 23.2 kcal per mole. Its HOMO energy is -0.5034 Ha. The calculation puts the HOMO-LUMO gap at 0.2277 Ha.



Molecular formula: C6H6N4O3S
Method: DFT, ωB97M-V/def2-TZVPD

Cartesian coordinates (Å):
C  -2.563  -1.136  0.127
O  -1.191  -1.040  -0.073
C  -0.802  0.292  0.150
N  -1.141  1.158  -0.900
C  -0.269  1.437  -1.751
N  0.968  0.795  -1.862
C  1.449  0.093  -0.910
S  2.688  -1.001  -1.258
C  2.945  -1.774  0.289
N  2.925  -2.457  1.218
C  0.699  0.108  0.474
N  1.217  1.266  1.235
O  1.862  1.099  2.278
O  1.021  2.372  0.727
H  -2.936  -0.582  0.933
H  -2.891  -2.110  0.272
H  -3.196  -0.885  -0.650
H  -1.173  0.841  0.994
H  -0.608  2.201  -2.434
H  0.995  -0.676  1.141

The calculation puts the molar mass at 214.206 u. The energy relative to the best compared isomer or geometry (same formula, charge and spin) is 95.4 kcal per mole. As for the SMILES: CO[C@@H]1N=CN=C(SC#N)[C@H]1[N+](=O)[O-]. Its HOMO energy is -0.3768 Ha. The calculation puts the HOMO-LUMO gap at 0.3395 Ha.



Molecular formula: C51H49ClN6O10Zr
Method: DFT, ωB97M-V/def2-TZVPD

Cartesian coordinates (Å):
Zr  -0.859  -1.441  -0.357
O  -3.904  -3.721  4.441
C  -2.961  -2.945  4.964
O  -2.781  -2.907  6.153
C  -2.133  -2.127  4.026
C  -1.024  -1.389  4.419
Cl  -0.366  -1.191  5.970
N  -0.542  -0.734  3.349
N  -1.303  -0.986  2.263
C  -2.244  -1.832  2.647
C  -3.101  -2.302  1.488
O  -4.064  -3.348  1.812
O  -2.296  -2.642  0.478
C  0.631  0.064  3.192
C  0.595  1.091  2.260
C  1.740  1.835  2.017
C  2.903  1.577  2.729
C  2.919  0.559  3.672
C  1.791  -0.213  3.900
H  -3.941  -3.677  3.452
H  -0.323  1.307  1.731
H  1.707  2.611  1.262
H  3.802  2.150  2.539
H  3.827  0.332  4.214
H  1.840  -1.038  4.596
C  -2.598  3.754  -3.014
O  -3.313  3.076  -1.993
C  -3.977  3.818  -1.078
C  -4.194  5.186  -1.174
C  -4.905  5.846  -0.178
C  -5.387  5.159  0.923
C  -5.137  3.798  1.036
C  -4.443  3.122  0.047
N  -4.208  1.725  0.166
C  -2.986  1.163  -0.072
N  -1.934  2.001  0.070
C  -0.777  1.912  -0.750
C  -0.266  0.695  -1.164
C  0.833  0.776  -2.043
C  1.403  1.977  -2.418
C  0.892  3.184  -1.935
C  -0.213  3.147  -1.110
O  -0.848  4.254  -0.598
C  -0.269  5.516  -0.861
N  -2.843  -0.096  -0.382
C  -4.031  -0.897  -0.328
C  -4.268  -1.350  1.077
C  -5.188  -2.534  1.345
C  -5.868  -3.089  0.137
C  -5.644  -2.573  -1.067
C  -4.668  -1.501  -1.342
O  -4.548  -1.320  -2.676
C  -3.656  -0.335  -3.200
H  -2.049  2.986  -3.552
H  -1.891  4.467  -2.584
H  -3.278  4.268  -3.697
H  -3.826  5.737  -2.027
H  -5.077  6.911  -0.271
H  -5.937  5.676  1.697
H  -5.473  3.240  1.902
H  -4.992  1.103  0.034
H  -2.185  2.953  0.303
H  1.267  -0.141  -2.427
H  2.261  1.994  -3.080
H  1.347  4.122  -2.222
H  -0.890  6.250  -0.354
H  -0.254  5.732  -1.933
H  0.752  5.571  -0.473
H  -4.396  -0.511  1.762
H  -5.892  -2.395  2.167
H  -6.570  -3.902  0.268
H  -6.151  -2.962  -1.942
H  -3.813  -0.356  -4.276
H  -2.619  -0.574  -2.977
H  -3.901  0.654  -2.811
C  8.444  -0.463  -2.066
C  7.180  0.186  -1.566
C  7.057  1.570  -1.591
C  5.896  2.191  -1.154
C  4.861  1.425  -0.650
C  4.977  0.039  -0.602
N  3.878  -0.700  -0.099
C  3.908  -1.524  0.991
C  5.066  -1.637  1.784
C  5.097  -2.468  2.882
C  3.985  -3.227  3.251
C  2.839  -3.116  2.496
C  2.776  -2.279  1.379
C  1.484  -2.160  0.694
O  0.445  -2.755  1.090
O  1.350  -1.392  -0.324
C  6.122  -0.600  -1.090
C  6.217  -2.101  -1.124
H  9.190  0.289  -2.318
H  8.257  -1.062  -2.960
H  8.873  -1.131  -1.318
H  7.879  2.166  -1.969
H  5.806  3.269  -1.195
H  3.946  1.881  -0.293
H  2.975  -0.588  -0.542
H  5.936  -1.046  1.527
H  6.006  -2.526  3.468
H  4.021  -3.880  4.112
H  1.944  -3.669  2.754
H  5.230  -2.557  -1.067
H  6.804  -2.487  -0.285
H  6.699  -2.439  -2.041
C  0.352  -3.856  -3.378
C  -1.017  -3.428  -2.880
C  -1.713  -4.519  -2.085
O  -0.870  -2.254  -2.098
H  0.272  -4.727  -4.030
H  0.989  -4.113  -2.529
H  0.827  -3.045  -3.932
H  -1.642  -3.155  -3.738
H  -1.157  -4.729  -1.169
H  -1.771  -5.436  -2.674
H  -2.720  -4.215  -1.801

The calculation puts the molar mass at 1032.662 u. The energy relative to the best compared isomer or geometry (same formula, charge and spin) is 25.9 kcal per mole. Its HOMO energy is -0.2835 Ha. The calculation puts the HOMO-LUMO gap at 0.2961 Ha.



Molecular formula: C25H61AsF9O23S7
Method: DFT, ωB97M-V/def2-TZVPD

Cartesian coordinates (Å):
As  -0.168  0.772  -0.470
F  0.214  -0.693  -1.371
F  1.195  0.343  0.541
F  -0.399  2.218  0.483
F  -1.542  1.171  -1.488
F  -1.298  -0.252  0.418
F  0.904  1.699  -1.494
O  0.602  -6.917  0.138
S  1.280  -6.950  -1.131
O  1.391  -8.144  -1.932
O  0.691  -5.771  -2.114
C  -0.375  -4.960  -1.588
C  0.094  -3.861  -0.667
C  2.922  -6.229  -0.930
H  -1.045  -5.653  -1.066
H  -1.060  -4.546  -2.330
H  0.681  -4.211  0.185
H  -0.776  -3.372  -0.228
H  0.727  -3.154  -1.198
H  3.154  -5.860  -1.925
H  3.650  -6.989  -0.657
H  2.807  -5.426  -0.211
O  -4.746  -2.932  -0.035
S  -4.147  -2.671  -1.312
O  -3.114  -3.539  -1.796
O  -5.416  -2.696  -2.359
C  -6.104  -3.935  -2.398
C  -7.523  -3.636  -2.878
C  -3.723  -0.932  -1.493
H  -6.155  -4.424  -1.425
H  -5.652  -4.624  -3.117
H  -8.064  -3.191  -2.041
H  -8.087  -4.533  -3.140
H  -7.521  -2.982  -3.748
H  -4.229  -0.718  -2.438
H  -2.667  -0.817  -1.714
H  -4.095  -0.257  -0.732
O  4.536  8.461  0.423
S  3.492  7.720  -0.236
O  3.407  7.727  -1.677
O  3.577  6.184  0.286
C  2.806  5.187  -0.417
C  3.137  3.855  0.211
C  1.888  8.178  0.447
H  3.142  5.244  -1.452
H  1.722  5.311  -0.378
H  4.170  3.540  0.082
H  2.474  3.029  -0.046
H  2.906  3.967  1.277
H  1.479  9.117  0.072
H  1.974  8.340  1.519
H  1.174  7.402  0.184
O  -6.344  4.769  -4.708
S  -5.125  4.364  -4.079
O  -4.415  5.257  -3.201
O  -5.443  2.995  -3.266
C  -4.591  2.720  -2.153
C  -5.146  3.393  -0.902
C  -3.978  3.768  -5.374
H  -3.515  2.806  -2.329
H  -4.574  1.669  -1.843
H  -4.342  3.479  -0.169
H  -6.047  2.895  -0.546
H  -5.476  4.418  -1.078
H  -4.563  3.073  -5.966
H  -3.087  3.324  -4.933
H  -3.595  4.638  -5.904
O  3.776  -3.483  -2.178
S  3.581  -2.262  -2.891
O  4.517  -1.888  -3.913
O  2.114  -2.440  -3.511
C  1.654  -1.679  -4.636
C  1.091  -2.591  -5.712
C  3.299  -0.946  -1.686
H  2.495  -1.032  -4.902
H  0.864  -0.982  -4.341
H  1.862  -2.922  -6.403
H  0.320  -2.050  -6.260
H  0.583  -3.411  -5.204
H  2.503  -1.278  -1.018
H  2.952  -0.030  -2.154
H  4.162  -0.879  -1.025
O  -4.874  -1.757  4.430
S  -3.451  -1.988  4.273
O  -2.536  -1.794  5.360
O  -3.237  -3.497  3.793
C  -4.297  -4.122  3.018
C  -3.667  -5.274  2.248
C  -2.906  -0.951  2.923
H  -4.650  -3.360  2.324
H  -5.101  -4.430  3.681
H  -4.388  -5.651  1.520
H  -3.477  -6.079  2.958
H  -2.787  -4.957  1.696
H  -3.258  0.038  3.202
H  -3.320  -1.314  1.985
H  -1.823  -1.031  2.865
O  8.913  -0.082  2.430
S  7.868  0.903  2.498
O  8.059  2.254  2.034
O  6.589  0.156  1.733
C  5.425  0.983  1.604
C  4.200  0.245  2.188
C  7.156  0.864  4.186
H  5.269  1.119  0.532
H  5.467  1.979  2.048
H  4.081  0.463  3.250
H  4.285  -0.821  2.004
H  3.337  0.710  1.708
H  6.515  1.743  4.258
H  7.973  1.016  4.888
H  6.586  -0.041  4.356
C  -0.329  2.364  3.943
C  1.074  2.568  3.345
O  2.050  2.964  4.294
C  2.433  2.122  5.239
O  2.015  1.022  5.411
C  3.418  2.757  6.231
F  4.716  2.462  5.961
F  3.347  4.101  6.120
F  3.166  2.337  7.456
H  -0.230  1.662  4.775
H  -0.946  1.737  3.296
H  -0.812  3.315  4.147
H  1.034  3.356  2.599
H  1.291  1.623  2.842

As for the charge: -1. The calculation puts the molar mass at 1200.113 u. The energy relative to the best compared isomer or geometry (same formula, charge and spin) is 0.0 kcal per mole. Its HOMO energy is -0.3288 Ha. The calculation puts the HOMO-LUMO gap at 0.3888 Ha.



Which value of molar mass does entry 4 give? 1032.662 u